Density functional theory data (ωB97M-V/def2-TZVPD) for a molecular structure, C54H59Br2ClF3IN10O2.

Geometry as XYZ:
```
132
Properties=species:S:1:pos:R:3:forces:R:3
N -1.3323 4.7485 -0.3175 -0.1123 0.6823 -0.3499
N -1.0294 4.0341 0.8632 -0.4012 -3.0316 -0.4667
C -1.8495 2.7826 0.8440 -1.3137 -0.8092 0.3595
O -3.0828 2.7412 0.5442 5.4828 0.2431 1.2368
C -0.8269 1.6295 1.2145 2.8739 -2.2276 0.8819
C -1.0098 0.1178 1.4799 2.8882 1.5432 -0.0035
I -3.0525 -0.6614 1.4046 1.6689 0.4950 0.0636
C 0.2293 -0.8044 1.7882 0.0524 2.4388 0.1018
C 0.0599 -2.3968 2.0211 -0.0707 0.7667 -1.2996
C 0.8684 -3.1369 0.8087 -0.3392 0.4738 0.1223
C -0.1187 -3.8043 -0.2785 -0.3336 0.1243 0.2859
Cl 0.3435 -5.5832 -0.5906 0.7286 1.6791 0.2426
C 1.6758 -0.1767 1.8747 -1.9314 2.0114 -0.8001
C 2.9838 -1.0708 2.2116 -0.4632 -0.1491 0.1576
C 2.8382 -1.7681 3.6502 -0.5266 -0.6447 2.8099
C 3.4090 -3.1769 3.9913 -1.8486 2.0221 2.8591
C 3.2219 -3.7352 5.4431 -1.5933 3.3745 -0.6241
C 2.4392 -2.9124 6.5247 1.0570 0.8471 -3.7381
C 1.8882 -1.5159 6.1592 1.6962 -1.9299 -2.0608
C 2.0930 -0.9266 4.7452 1.3296 -3.7374 1.2665
C 1.8665 1.3420 1.6155 -2.5111 -0.6896 -0.1737
C 3.2862 2.1074 1.6304 -1.0277 0.4187 0.5075
C 3.8837 2.3352 0.1602 -0.9806 -0.1940 -0.1522
C 4.4264 1.0176 -0.5621 -0.5307 0.1575 -0.4889
F 3.4531 -0.0489 -0.6411 2.0922 2.1517 0.7055
Br 4.7282 1.5497 -2.4887 -0.9151 -0.5893 0.7734
C 5.8470 0.4724 -0.0048 1.1983 -1.8205 0.4108
F 5.9527 -0.9551 -0.1651 -0.6517 3.2898 0.5286
F 6.0791 0.7412 1.3686 -0.9523 -0.5473 -2.7908
Br 7.4053 1.2314 -1.0259 -0.5900 -0.5688 1.4729
C 0.6168 2.1952 1.3132 -1.7124 -1.8297 0.0157
C 0.4237 3.7431 1.0408 1.0010 1.6175 0.0586
O 1.2267 4.7013 0.9897 -2.1395 -3.7170 0.2053
H -1.4579 4.0478 -1.0667 -0.2210 0.8697 0.3465
H -2.2013 5.2829 -0.1675 0.7068 -0.5034 -0.2604
H 0.4327 -2.7140 3.0521 -0.3584 0.6037 -1.4915
H -1.0322 -2.7289 1.9071 1.5234 0.8667 0.4276
H 1.5685 -3.8823 1.3143 -0.9346 0.8071 -1.1378
H 1.4638 -2.3334 0.2395 -0.7084 -1.4312 0.9269
H -0.1089 -3.2604 -1.2856 0.2219 -0.9088 1.5040
H -1.2142 -3.8447 0.0653 1.7211 0.0551 -0.3196
H 3.9438 -0.4290 2.2080 -1.7333 -0.8609 0.0484
H 3.1382 -1.8348 1.3612 -0.3058 1.0685 1.5195
H 3.9686 -3.7986 3.2134 -0.9361 1.0945 1.2108
H 3.6371 -4.7515 5.7611 -0.6368 1.6617 -0.7474
H 2.3487 -3.3924 7.5635 -0.0177 1.0762 -1.7843
H 1.3306 -0.9271 6.9644 0.9131 -0.8691 -1.4164
H 1.6916 0.1173 4.5423 0.6359 -1.6516 0.1099
H 3.0489 3.1605 2.0475 0.4387 -1.6523 -0.7720
H 4.0046 1.6338 2.3770 -0.9300 0.5099 -1.2300
H 4.6651 3.1807 0.1248 -0.9309 -1.6209 0.1772
H 3.0065 2.7182 -0.4895 1.4402 -0.7074 0.9628
N -3.7737 -6.2666 -0.9234 -0.0026 -0.1938 0.0537
C -4.7129 -7.2616 -0.8509 -0.1259 -0.0278 -0.0155
C -4.0521 -8.4628 -0.7780 -0.2645 0.0413 0.0372
C -2.6624 -8.1825 -0.8014 0.1374 0.1834 -0.0006
C -2.5201 -6.8189 -0.8886 -0.0370 0.2072 -0.1028
H -3.9737 -5.2822 -0.9909 0.0265 -0.2002 -0.0004
H -5.7671 -7.0292 -0.8592 0.0944 -0.0729 -0.0090
H -4.5167 -9.4360 -0.7137 0.0046 0.0988 -0.0424
H -1.8553 -8.8994 -0.7586 -0.0501 0.0842 0.0039
H -1.6345 -6.1946 -0.9302 -0.7679 -0.4734 -0.0694
N -3.9016 4.9153 2.9285 -0.1448 0.0640 0.1420
C -5.2211 4.5850 3.0849 0.0066 -0.0686 -0.0896
C -5.5437 4.7401 4.4115 -0.1532 -0.1215 -0.2116
C -4.3768 5.1857 5.0796 0.2688 0.0980 0.0940
C -3.3808 5.2875 4.1397 0.1104 -0.0312 -0.0280
H -3.3962 4.8867 2.0577 -0.0909 -0.0841 0.1655
H -5.8148 4.2672 2.2413 0.0532 0.0107 0.0978
H -6.5126 4.5542 4.8515 0.0749 0.0460 -0.0572
H -4.2769 5.4081 6.1319 -0.0053 0.0006 -0.1050
H -2.3483 5.5908 4.2278 -0.1023 -0.0087 0.0156
N -4.2797 -12.4137 -1.9924 -0.0190 -0.0231 -0.0654
C -5.4939 -13.0374 -2.1057 -0.0958 -0.0534 0.0670
C -6.0933 -12.5910 -3.2585 -0.0306 -0.1599 0.1988
C -5.2055 -11.6685 -3.8664 0.2011 0.1370 0.0248
C -4.0939 -11.5814 -3.0645 -0.0009 0.0901 -0.0236
H -3.6252 -12.5469 -1.2389 -0.1305 0.0255 -0.1417
H -5.8262 -13.7413 -1.3578 0.0040 0.0697 -0.0882
H -7.0627 -12.8957 -3.6244 0.0935 0.0193 0.0472
H -5.3621 -11.1287 -4.7886 0.0670 -0.0593 0.0869
H -3.1897 -10.9998 -3.1627 -0.1254 -0.0013 -0.0211
N 1.9767 7.4931 1.8736 0.0266 0.0964 0.1521
C 3.0806 7.8283 1.1375 -0.0385 -0.0447 -0.0029
C 3.3193 9.1695 1.3166 0.1480 -0.1611 -0.1231
C 2.3253 9.6603 2.1983 -0.1978 0.0300 0.1675
C 1.5127 8.6026 2.5276 0.0098 -0.0308 -0.0341
H 1.5691 6.5714 1.9263 0.0882 0.1711 -0.1826
H 3.5992 7.0860 0.5497 -0.0583 0.0952 0.0225
H 4.1211 9.7340 0.8639 -0.0768 -0.0629 0.0361
H 2.2165 10.6746 2.5534 0.0030 -0.1006 -0.0329
H 0.6457 8.5446 3.1683 0.0801 0.0432 -0.0624
N 4.0229 4.5212 -4.2955 -0.0339 0.0700 -0.0949
C 2.9947 5.3934 -4.5328 -0.0530 0.0038 0.0190
C 3.5001 6.4647 -5.2284 -0.2580 -0.1122 0.0480
C 4.8832 6.2273 -5.4230 0.2401 -0.1274 -0.0166
C 5.1770 5.0195 -4.8393 0.0462 0.0102 0.0160
H 3.9433 3.6480 -3.7987 -0.0253 0.2437 -0.0786
H 1.9954 5.1780 -4.1858 0.0912 0.0599 -0.0278
H 2.9365 7.3235 -5.5612 0.0881 -0.0486 0.1106
H 5.5859 6.8690 -5.9341 -0.0684 -0.0574 0.0595
H 6.1053 4.4736 -4.7630 -0.0712 0.0841 -0.0128
N -4.0531 2.6481 7.3350 0.0445 -0.0087 0.1387
C -4.5911 2.1476 8.4907 -0.0034 -0.0506 -0.0313
C -3.7159 2.4117 9.5159 -0.2434 -0.1240 0.0312
C -2.6113 3.1022 8.9598 0.1470 0.1031 -0.1829
C -2.8480 3.2365 7.6132 0.0362 -0.0381 -0.0538
H -4.4778 2.5933 6.4224 0.0898 0.1239 0.1173
H -5.5472 1.6466 8.4834 0.0990 0.0412 0.0323
H -3.8562 2.1390 10.5515 -0.0038 0.0328 -0.1020
H -1.7394 3.4620 9.4862 -0.0844 -0.0220 -0.0596
H -2.2643 3.6975 6.8310 -0.0627 -0.0433 0.0836
N -1.2629 -11.7562 -5.8804 -0.0546 -0.0311 -0.0795
C -2.4770 -12.3790 -5.9944 -0.0208 -0.0954 -0.0019
C -3.0756 -11.9325 -7.1467 -0.0400 -0.1812 0.1912
C -2.1872 -11.0100 -7.7540 0.2421 0.1385 -0.0065
C -1.0759 -10.9234 -6.9520 0.0439 0.1114 -0.0494
H -0.6089 -11.8901 -5.1267 -0.1215 0.0102 -0.1594
H -2.8096 -13.0826 -5.2469 -0.0285 0.1060 -0.0925
H -4.0450 -12.2369 -7.5130 0.0934 0.0147 0.0527
H -2.3434 -10.4699 -8.6762 0.0316 -0.0477 0.0920
H -0.1715 -10.3421 -7.0499 -0.1097 -0.0364 -0.0123
N 2.5104 9.3912 -7.4776 0.0436 0.0726 0.0265
C 3.6028 9.7420 -8.2251 0.0413 -0.0268 -0.0732
C 3.8231 11.0861 -8.0487 0.1222 -0.1964 -0.1259
C 2.8304 11.5630 -7.1572 -0.2079 -0.0263 0.1630
C 2.0365 10.4947 -6.8192 -0.0712 0.0328 0.0174
H 2.1173 8.4658 -7.4202 0.0852 0.1685 -0.0398
H 4.1266 9.0072 -8.8175 -0.0389 0.0930 0.0473
H 4.6121 11.6620 -8.5093 -0.0717 -0.0696 0.0431
H 2.7105 12.5757 -6.8015 0.0046 -0.1088 -0.0228
H 1.1769 10.4247 -6.1700 0.0891 0.0408 -0.0605
```
Forces are in eV/Å.

LUMO energy ... -1.942 eV
Total charge ... 0
Calculated total energy ... -8996.19462 hartree
Orbital gap ... 6.004 eV
Molar mass ... 1259.293 g/mol



Density functional theory data (ωB97M-V/def2-TZVPD) for a molecular structure, C24H12BrCl3F4OPSZn.

Geometry as XYZ:
```
48
Properties=species:S:1:pos:R:3:forces:R:3
Zn -2.6662 0.9066 1.1375 -0.1277 -0.3200 0.1014
F 0.0632 5.4449 0.9819 -0.2553 1.1713 -0.0394
C 0.1245 4.1348 1.0450 1.1632 -0.6595 -0.2718
C 1.3982 3.5474 1.0821 -1.3970 -0.2519 0.3056
F 2.5076 4.2658 1.0863 0.4606 0.6135 -0.0664
C 1.4630 2.1908 1.1940 -0.4330 -0.6950 -0.1562
F 2.7020 1.6863 1.2489 0.4999 -0.5750 0.0608
C 0.3095 1.3781 1.2198 1.1118 0.2411 0.1565
P 0.3717 -0.4325 1.3029 -0.5830 -0.0769 -1.0841
C 0.9530 -0.9159 -0.3694 1.5228 -0.3052 -0.0008
C 2.3152 -0.7391 -0.7644 -1.8297 -0.1021 -0.7581
C 2.6513 -1.0020 -2.0974 1.5972 0.0980 1.2566
C 1.7136 -1.4473 -2.9990 0.2773 0.4695 -1.3247
C 0.4129 -1.6244 -2.6162 -1.1988 -0.9920 0.2318
C 0.0570 -1.4652 -1.2801 0.0371 0.5917 0.0828
C 1.5970 -0.8795 2.5009 1.6089 -0.4600 0.4370
C 1.8411 -0.0494 3.6205 0.7531 -1.1357 -0.5286
C 2.8442 -0.4115 4.5142 -0.4348 -0.3648 0.6462
C 3.5173 -1.6304 4.3862 0.1193 0.5501 -0.0186
C 3.2957 -2.4315 3.2853 0.3527 -0.6257 -1.1739
C 2.3818 -2.0528 2.3000 -0.6946 0.9699 1.0257
C -0.9255 1.9656 1.1263 -0.9827 -0.1334 -0.1950
Br -3.9533 0.9268 3.1743 -0.0484 0.1206 -0.2417
C -0.9834 3.3328 1.0222 0.1580 0.0431 0.3247
F -2.1672 3.9474 0.9600 -0.5719 0.3151 -0.1273
H 3.0213 -0.3619 -0.0554 0.4227 0.1165 0.1664
H 3.7192 -0.9118 -2.3841 -0.8533 0.0547 0.0475
H 2.0023 -1.5624 -4.0497 -0.1101 -0.1431 0.4133
H -0.3650 -2.0008 -3.3019 0.5824 0.3086 0.2458
H -0.9328 -1.7255 -0.9451 -0.2936 0.1311 0.0158
H 1.3213 0.8722 3.7909 -0.3921 0.2425 -0.1734
H 3.0168 0.2115 5.3989 0.0514 -0.1846 -0.4241
H 4.2665 -1.9242 5.1093 -0.0276 0.0639 0.0904
H 3.9113 -3.3335 3.0812 -0.5338 0.6332 0.4611
H 2.2440 -2.6742 1.4242 -0.0763 0.1128 -0.0187
Cl -3.7051 -0.8799 -6.1575 -0.2528 -0.4153 -0.1409
C -3.6542 -0.6079 -4.4326 0.4001 -0.6508 0.2986
C -2.9649 0.5199 -4.0455 -0.0123 -0.2105 1.3687
C -2.8439 0.7478 -2.6777 -0.5644 0.7081 -0.1193
Cl -2.0848 2.2386 -2.1362 -0.0462 -0.4146 -0.1674
C -3.5424 0.0016 -1.7010 -0.0198 -0.6754 0.8136
O -3.6649 0.3300 -0.4656 0.2623 0.3988 0.3100
C -4.1369 -1.2261 -2.1333 0.4043 0.0531 -1.6936
Cl -4.8591 -2.2641 -0.9305 0.2398 0.2548 -0.4999
C -4.1435 -1.5565 -3.5057 -0.0276 1.1733 0.3518
H -2.5154 1.2104 -4.7332 0.0218 0.0519 -0.2842
H -4.5616 -2.4713 -3.8900 -0.1787 -0.1569 0.1573
S -1.3528 -1.2778 1.6787 -0.1010 0.0612 0.1389
```
Forces are in eV/Å.

LUMO energy ... 2.373 eV
Total charge ... -1
Calculated total energy ... -7870.13249 hartree
Orbital gap ... 7.503 eV
Molar mass ... 707.045 g/mol



> Which of these has the lowest LUMO energy?

C54H59Br2ClF3IN10O2



> Which of these has the lowest molar mass?

C24H12BrCl3F4OPSZn



> Number 2 is which compound?

C24H12BrCl3F4OPSZn



> Which of these has the lowest orbital gap?

C54H59Br2ClF3IN10O2